# C4H4O2

A structure of composition C4H4O2 (ωB97M-V/def2-TZVPD, the OMol25 dataset).

Geometry as XYZ:
```
10
Properties=species:S:1:pos:R:3
H 2.8195 -0.3240 -0.3942
H -0.8245 1.6923 0.4875
C -0.8072 0.7308 -0.0249
H -2.0344 -1.1968 0.5474
O -1.5534 -0.5078 1.0430
C -0.1644 -0.4214 0.5054
C 1.7227 -0.2020 -0.4331
O 1.2865 0.7238 -1.1278
H -1.3436 0.6673 -0.9689
C 0.8987 -1.1623 0.3656
```

Output
**Total energy**: -8301.2838 eV
**Gap between HOMO and LUMO**: 8.03 eV
**HOMO level**: -8.42 eV
**Net charge**: 0

---

# C44H114F2N7O24RbS2

A structure of composition C44H114F2N7O24RbS2 (ωB97M-V/def2-TZVPD, the OMol25 dataset).

Geometry as XYZ:
```
194
Properties=species:S:1:pos:R:3
H 33.1933 10.8810 11.9500
C 36.1987 6.2101 8.9533
H 20.7342 7.4809 12.0262
H 27.2806 7.5983 8.2937
H 25.0609 3.4943 12.5539
C 31.7928 13.2296 12.1540
H 32.1875 14.2473 12.2850
C 30.1597 8.9200 13.8494
H 33.8509 0.9234 7.8423
H 31.3664 7.1977 0.6179
H 29.2037 8.2204 4.1325
H 26.5688 6.2861 11.0196
H 31.0534 6.1529 12.8857
H 35.4399 -6.4861 11.0645
C 33.1663 9.0709 7.4319
H 37.8644 -6.6036 11.3966
H 32.7322 -2.5295 10.0979
H 29.0272 3.1782 8.2556
H 28.6452 10.2801 6.1013
H 33.7275 8.3002 6.8726
C 33.5346 11.8061 11.4703
H 22.1669 9.6355 9.0133
H 34.1971 12.3917 12.1110
H 35.8070 5.7282 9.8674
H 26.3732 4.5020 13.1537
H 34.5960 4.3022 8.1199
H 22.4313 7.5921 12.0791
O 31.5085 8.6101 13.5737
O 29.3315 6.1582 9.0955
H 24.7518 4.6681 13.8294
H 37.1813 4.4972 8.2062
H 28.0130 7.4390 5.9291
H 29.8315 4.0493 -2.1492
O 29.9492 5.3308 -0.5369
H 26.4586 8.9369 7.4068
H 32.9255 6.4976 3.2712
O 27.5399 1.9042 7.6471
H 25.7399 6.2856 8.8633
H 33.3108 9.2683 13.5706
H 35.3774 6.8614 8.6302
C 31.2582 6.0744 4.4175
H 35.0577 9.3798 8.3784
H 26.2833 4.6031 10.5301
C 31.8399 6.4526 3.0782
H 30.5849 4.2342 14.4076
H 35.2122 -0.9718 9.2139
O 36.7979 -4.9289 10.6976
C 29.4215 4.2044 -1.1418
H 35.8837 0.6018 6.9445
C 35.7097 3.3428 6.6327
H 32.0416 10.6564 4.8406
H 38.2357 6.4094 9.4670
C 28.3219 8.2935 6.5330
Rb 30.5014 10.9050 8.8877
O 26.6276 4.4267 6.2858
H 26.3853 4.0725 5.4277
H 37.1583 1.2852 5.9424
C 37.3700 7.0822 9.3262
H 29.4913 9.7360 2.4939
O 30.5862 8.1499 9.6631
H 28.6335 4.8778 6.6451
C 29.2016 10.2548 3.4203
H 38.0290 8.8561 11.9923
H 27.6103 10.7417 10.1349
O 30.9524 3.9488 9.7674
O 32.0043 5.0625 5.0055
H 30.9577 12.9652 2.8786
O 28.0450 9.4417 8.5879
H 34.4347 12.2812 9.5915
N 33.4761 10.3878 9.5040
C 34.4789 -4.5925 10.6867
H 33.5136 -5.0586 10.4733
H 28.2190 1.4058 7.1830
N 31.0106 6.0801 11.1766
H 30.9252 5.5867 6.8028
H 32.5598 7.3893 11.2833
C 33.8040 -2.3417 10.1033
C 35.3405 4.6157 7.3668
H 29.6222 3.2965 -0.5545
H 31.6611 4.2742 -0.3587
O 33.2948 8.0106 11.2220
H 28.3918 3.4757 5.6916
H 34.9093 5.3294 6.6592
H 21.4819 9.0756 12.3019
O 32.6946 5.6188 9.3718
C 34.1357 -1.1960 9.1571
F 28.9685 7.2814 11.1096
H 38.6175 9.1573 10.3528
C 32.7897 10.5059 5.6201
H 24.0378 7.1570 11.0145
H 28.4239 6.3586 13.9301
H 29.3316 8.0885 6.9426
N 24.4052 7.3853 10.1047
C 29.9152 10.3305 13.3424
C 38.2648 8.3794 11.0401
C 35.5838 -5.5915 10.4456
H 36.3583 3.5295 5.7582
H 35.5009 -5.9142 9.3945
H 30.1800 5.8635 4.4218
C 21.5481 8.1460 11.7269
H 26.1918 10.1729 9.1986
C 31.5399 4.8095 6.3328
H 28.1571 10.5716 3.3007
C 35.0557 8.6264 12.8010
C 25.0043 6.1391 9.6589
C 27.1695 9.8982 9.5913
H 23.0483 9.6487 10.5016
N 36.5439 5.2369 7.9433
C 27.9594 4.0129 6.5438
C 23.5585 8.0110 9.1159
H 31.9408 12.7096 13.1038
H 24.2169 5.4530 9.3063
H 39.0167 7.6093 11.2457
C 25.7871 5.5325 10.8182
S 31.7607 5.0046 10.2403
O 21.4880 8.2980 10.3534
C 28.7815 5.3152 13.9115
C 34.1075 9.9330 8.2758
H 33.8533 -1.4418 8.1223
H 30.4575 11.0500 13.9669
C 30.1909 5.2589 14.4716
C 30.2109 12.2142 2.6276
H 27.3344 3.6993 8.5302
H 37.6601 7.7629 8.5134
O 36.5064 2.5129 7.4553
H 27.0988 9.1543 10.3934
H 35.2501 11.0081 10.4571
H 38.0824 -6.1873 9.6949
O 34.2394 9.2153 13.8384
O 33.3571 -0.1003 9.5248
H 34.8141 2.8312 6.2546
H 29.4295 8.2738 13.3508
H 30.1672 5.4131 15.5569
O 31.1303 6.1593 13.8779
H 35.5552 -3.2066 9.6518
O 30.1866 10.3669 11.9760
H 31.3398 7.0064 5.0081
C 31.8205 6.2094 0.6470
H 35.0103 6.8420 11.5782
C 33.7073 1.1506 8.9102
C 36.7838 1.2236 6.9770
H 33.1685 11.4979 5.9011
C 22.5973 8.9683 9.7716
O 30.0591 11.3274 3.7028
H 33.2803 9.5998 10.1228
N 31.5325 5.5238 1.9704
C 25.3028 4.5088 12.9037
H 35.3076 9.4014 12.0599
H 33.8770 6.8304 12.8739
H 32.8710 1.8085 9.1144
H 30.8975 9.7137 11.8647
H 31.0135 3.8562 6.3886
H 28.1253 4.8404 14.6474
H 38.7805 -5.1510 10.9497
O 32.2128 9.7796 6.6716
H 34.5678 -4.2031 11.7101
C 37.9165 -5.7609 10.6960
H 30.3076 9.1801 4.9734
C 31.3492 5.3244 -0.4742
O 28.6600 4.6982 12.6660
F 32.5938 4.2925 11.3780
H 29.9868 8.9101 14.9335
C 34.2457 11.3917 10.1988
C 27.4208 8.5125 7.7114
H 23.0065 7.2656 8.5224
H 30.5711 11.7353 1.7070
O 37.0904 7.7734 10.5158
O 32.4133 12.5831 11.0664
N 28.3134 9.4394 5.6319
C 28.0283 3.2494 7.8232
N 34.5816 -3.4981 9.6999
H 30.7265 13.3127 11.9429
C 34.3088 7.5006 12.1181
H 31.6159 7.6281 13.5604
H 34.3118 10.8362 7.6847
H 31.4605 7.4476 2.8364
H 31.7807 5.6382 -1.4413
H 32.2914 4.8445 1.9595
H 32.9149 6.3199 0.5760
H 32.4473 4.8226 6.9432
H 37.5701 0.8358 7.6146
H 35.9681 8.3214 13.3058
H 34.6666 1.4629 9.3383
H 29.3772 5.0428 12.1137
H 24.2029 8.5354 8.3984
H 28.8590 10.5972 13.4400
H 32.7014 8.3573 8.1331
H 28.3448 4.3325 -1.2054
H 34.0912 -1.9592 11.0978
H 33.6432 9.9695 5.1865
H 29.2460 12.7005 2.4354
C 29.2893 9.2391 4.5376
S 30.0733 6.8755 10.0456
O 24.9707 5.4795 11.9676
```

Output
**Total energy**: -134799.5156 eV
**Gap between HOMO and LUMO**: 8.19 eV
**HOMO level**: -8.39 eV
**Net charge**: 0

---

# C7H12N4O2

An isolated molecule of C7H12N4O2 (ωB97M-V/def2-TZVPD, the OMol25 dataset).

Geometry as XYZ:
```
25
Properties=species:S:1:pos:R:3
H -3.1488 -0.9921 -1.3237
H -2.7166 -0.3870 1.5911
N -0.8459 0.6069 -0.2799
C -3.0645 0.0337 0.6499
O 3.4825 -1.5356 0.2685
H -3.5615 -2.0388 -0.0362
C -2.1137 1.2152 0.3594
N -1.4239 -1.6409 -0.1682
N 0.8477 -0.8452 -0.2811
C -2.8685 -1.1234 -0.3326
H -4.0712 0.4163 0.6045
C 0.3791 1.3848 -0.2574
H 2.8882 1.7375 -0.2102
H -1.9363 1.8195 1.2250
H -1.3129 -2.3406 -1.1748
N 1.3986 0.4190 -0.1480
C -0.4239 -0.6550 -0.2510
H 2.6132 -1.8078 0.2957
C 3.7138 -0.1479 0.4902
H 4.7855 0.0348 0.0365
O 0.4342 2.6361 -0.2240
H -2.5556 1.9292 -0.4440
C 2.8298 0.6634 -0.3868
H 3.5390 0.2143 1.4527
H 3.1314 0.4036 -1.4558
```

Output
**Total energy**: -17507.0204 eV
**Gap between HOMO and LUMO**: 8.81 eV
**SMILES**: O=c1n(CCO)nc2n1CCCN2
**HOMO level**: -8.34 eV
**Net charge**: 0